Entry P
Molecular formula: CH4IN2
Method: DFT, ωB97M-V with the def2-TZVPD basis set

- gap between HOMO and LUMO (spin up / spin down) (eV) = 9.09 / 9.09
- HOMO level (spin up / spin down) (eV) = -14.66 / -14.66
- lowest unoccupied orbital energy (spin up / spin down) (eV) = -5.5729 / -5.5712

Geometry as ORCA input:
```
! RIJCOSX wB97M-V def2-TZVPD def2/J DEFGRID3
* xyz 1 1
C -0.5669 -0.3135 -0.0183
N 0.1630 -1.3528 -0.1123
N 0.7236 1.3830 -0.0529
I -2.4479 0.0177 0.2432
H 1.1629 -1.1110 -0.1061
H 0.1579 -2.2994 0.0910
H 0.2863 1.7062 0.8195
H 0.5211 1.9696 -0.8641
*
```

Entry Q
Molecular formula: CH4IN2
Method: DFT, ωB97M-V with the def2-TZVPD basis set

- gap between HOMO and LUMO (eV) = 6.01
- HOMO level (eV) = -14.09
- lowest unoccupied orbital energy (eV) = -8.0749

Geometry as ORCA input:
```
! RIJCOSX wB97M-V def2-TZVPD def2/J DEFGRID3
* xyz 1 1
C 0.1435 -0.5317 -0.0123
N -1.1332 -0.2173 -0.0901
N 1.1023 0.3509 0.0507
I 3.0836 0.1064 -0.0073
H 0.3111 -1.5544 -0.2956
H -1.8397 -1.0109 0.0191
H -1.5830 0.7198 0.1453
H -0.0846 2.1371 0.1903
*
```

entry P (152.0 kJ/mol below the next structure)

Entry P
Molecular formula: C2H9N3O2
Method: DFT, ωB97M-V with the def2-TZVPD basis set

- gap between HOMO and LUMO (eV) = 9.23
- HOMO level (eV) = -8.45
- lowest unoccupied orbital energy (eV) = 0.7836
- SMILES = CNC(=O)O.NN

Geometry as ORCA input:
```
! RIJCOSX wB97M-V def2-TZVPD def2/J DEFGRID3
* xyz 0 1
C -1.3256 -1.4915 -0.0729
N -0.7938 -0.3151 -0.7395
C -0.4283 0.8668 0.0791
O -0.5858 0.9119 1.2959
O -0.6842 1.9744 -0.7094
H -1.0467 -2.3715 -0.6561
H -2.4109 -1.4205 0.0201
H -0.8926 -1.6150 0.9198
H -1.2350 -0.0650 -1.6166
H -0.7906 2.6972 -0.0683
N 1.5974 0.4164 -0.3609
N 2.1457 0.0110 0.8981
H 1.9757 1.3171 -0.6512
H 0.8472 -0.2635 -0.9408
H 2.1105 -1.0049 0.9667
H 1.5170 0.3522 1.6360
*
```

Entry Q
Molecular formula: C2H9N3O2
Method: DFT, ωB97M-V with the def2-TZVPD basis set

- gap between HOMO and LUMO (eV) = 8.74
- HOMO level (eV) = -8.03
- lowest unoccupied orbital energy (eV) = 0.7116
- SMILES = NNC=O.CNO

Geometry as ORCA input:
```
! RIJCOSX wB97M-V def2-TZVPD def2/J DEFGRID3
* xyz 0 1
N 1.3871 -1.6682 -0.1846
N 0.9762 -0.5044 0.4809
C 1.2406 0.7989 -0.0302
O 1.8920 0.8699 -1.0827
H 1.8442 -1.3454 -1.0411
H 2.0934 -2.1498 0.3737
H 0.4110 -0.5911 1.3184
H 1.4125 1.5476 0.7690
C -1.4454 -0.2007 -0.8429
N -1.1583 1.1088 0.1738
O -1.1262 1.0112 1.5933
H -2.4738 0.0018 -1.1280
H -1.3205 -1.1884 -0.4132
H -0.8120 0.0024 -1.7056
H -1.2789 2.0712 -0.1321
H -1.6419 0.2362 1.8512
*
```

entry P (266.7 kJ/mol below the next structure)

Entry P
Molecular formula: C4H7N5
Method: DFT, ωB97M-V with the def2-TZVPD basis set

- gap between HOMO and LUMO (eV) = 8.18
- HOMO level (eV) = -7.93
- lowest unoccupied orbital energy (eV) = 0.2417
- SMILES = [H]/N=C1/NC=CN/C(=N\[H])N1

Geometry as ORCA input:
```
! RIJCOSX wB97M-V def2-TZVPD def2/J DEFGRID3
* xyz 0 1
H -2.8571 1.3163 -0.2783
N -2.4843 0.8857 0.6360
C -1.3794 0.1877 0.3711
N -0.8657 -0.5336 1.4303
C 0.4351 -0.8290 1.7810
C 1.4748 -0.6657 0.9448
N 1.7084 -0.2282 -0.3726
C 0.7601 0.2176 -1.2805
N 0.8905 0.6254 -2.5070
H 1.9073 0.6814 -2.6035
N -0.6280 0.2207 -0.9052
H -1.6805 -0.6251 2.0257
H 0.5885 -1.3415 2.7031
H 2.3444 -1.0724 1.4876
H 2.8533 0.2940 -0.5465
H -1.2450 0.4925 -1.6580
*
```

Entry Q
Molecular formula: C4H7N5
Method: DFT, ωB97M-V with the def2-TZVPD basis set

- gap between HOMO and LUMO (eV) = 10.07
- HOMO level (eV) = -9.03
- lowest unoccupied orbital energy (eV) = 1.0389
- SMILES = Cc1nc(N)nc(N)n1

Geometry as ORCA input:
```
! RIJCOSX wB97M-V def2-TZVPD def2/J DEFGRID3
* xyz 0 1
C 2.7478 -0.2345 -0.0061
C 1.2733 -0.0701 -0.0436
N 0.5362 -1.1699 0.1984
C -0.7632 -1.0395 0.0382
N -1.5031 -2.1845 -0.0911
N -1.4354 0.1049 0.0518
C -0.6291 1.1229 -0.0131
N -1.1296 2.3608 -0.0078
N 0.7663 1.1683 -0.1624
H 3.0476 -1.2558 -0.2347
H 3.1679 -0.1283 0.9936
H 3.2722 0.4696 -0.6602
H -2.4947 -2.1957 -0.2275
H -0.8314 -3.0158 -0.1180
H -0.4833 3.0786 0.1464
H -2.0926 2.4168 0.3259
*
```

Entry R
Molecular formula: C4H7N5
Method: DFT, ωB97M-V with the def2-TZVPD basis set

- gap between HOMO and LUMO (eV) = 10.94
- HOMO level (eV) = -10.25
- lowest unoccupied orbital energy (eV) = 0.6920
- SMILES = C=C[C@@H](N)c1nnn[nH]1

Geometry as ORCA input:
```
! RIJCOSX wB97M-V def2-TZVPD def2/J DEFGRID3
* xyz 0 1
C 0.8393 1.9413 -0.1128
C -0.2287 1.1562 -0.4168
C -0.4889 -0.3175 -0.3964
N 0.3859 -1.0933 0.5172
C -1.9074 -0.6576 0.2613
N -2.3392 -0.3879 1.4637
N -3.5932 -0.9597 1.4958
N -3.9574 -1.4540 0.3941
N -2.8974 -1.2739 -0.4343
H 0.7442 3.0017 -0.0986
H 1.8434 1.6660 -0.0474
H -1.0735 1.7361 -0.8473
H -0.4531 -0.8519 -1.2998
H 0.1655 -0.7887 1.4224
H 1.3119 -0.7522 0.3810
H -2.8911 -1.7602 -1.3290
*
```

entry Q (344.7 kJ/mol below the next structure)

Entry P
Molecular formula: C2HClN2O
Method: DFT, ωB97M-V with the def2-TZVPD basis set

- gap between HOMO and LUMO (eV) = 9.57
- HOMO level (eV) = -10.05
- lowest unoccupied orbital energy (eV) = -0.4809
- SMILES = O=CN=C=NCl

Geometry as ORCA input:
```
! RIJCOSX wB97M-V def2-TZVPD def2/J DEFGRID3
* xyz 0 1
O 1.3260 -0.6232 0.4772
C 0.3785 -0.3304 -0.1328
N -0.7634 -1.0804 -0.1507
C -0.7885 -2.2537 0.1938
N -0.4106 -3.2327 0.7338
Cl -0.8129 -4.5760 1.6522
H 0.1910 0.7247 -0.6592
*
```

Entry Q
Molecular formula: C2HClN2O
Method: DFT, ωB97M-V with the def2-TZVPD basis set

- gap between HOMO and LUMO (eV) = 10.72
- HOMO level (eV) = -10.12
- lowest unoccupied orbital energy (eV) = 0.6008
- SMILES = Clc1conn1

Geometry as ORCA input:
```
! RIJCOSX wB97M-V def2-TZVPD def2/J DEFGRID3
* xyz 0 1
Cl -2.4065 -0.2646 -0.0396
C -0.7062 -0.1803 0.0033
C 0.2528 0.8101 -0.0147
O 1.4025 0.2449 -0.0608
N 1.2235 -1.1370 -0.0433
N -0.0217 -1.3440 0.0250
H 0.2556 1.8708 0.1300
*
```

entry Q (88.9 kJ/mol below the next structure)

Entry P
Molecular formula: C5H16NO5
Method: DFT, ωB97M-V with the def2-TZVPD basis set

- gap between HOMO and LUMO (eV) = 8.33
- HOMO level (eV) = -4.69
- lowest unoccupied orbital energy (eV) = 3.6384

Geometry as ORCA input:
```
! RIJCOSX wB97M-V def2-TZVPD def2/J DEFGRID3
* xyz -1 1
C 0.8012 1.5484 -0.1779
N -0.4517 0.7214 -0.5731
C -0.1226 -0.3052 -1.6115
C -0.9477 -1.6509 -1.7554
C -1.1489 0.3019 0.7195
C -0.2303 0.9521 1.7506
O 0.3557 2.0140 1.1135
O 1.9452 0.9052 -0.0214
H 0.7261 2.2779 -1.0551
H 0.9319 -0.5483 -1.6211
H -0.2288 0.3360 -2.5911
H -2.0275 -1.6942 -2.2684
H -1.0929 -1.9733 -0.6237
H -0.3622 -2.3955 -2.0354
H -2.2068 0.6432 0.6570
H -1.2063 -0.7704 0.9966
H 0.7294 0.2328 1.9641
H -0.5445 1.2381 2.7486
H 3.0207 -1.3165 1.3568
H 1.7802 -0.4591 0.5235
O 2.1682 -1.3201 1.2009
H 0.9196 -1.1130 3.1482
H 1.3470 -2.3903 2.5186
O 0.6806 -2.0936 3.1442
H -1.2253 2.9154 -2.3434
H -1.6823 1.5141 -2.4064
O -1.9281 2.4299 -2.7584
*
```

Entry Q
Molecular formula: C5H16NO5
Method: DFT, ωB97M-V with the def2-TZVPD basis set

- gap between HOMO and LUMO (eV) = 7.03
- HOMO level (eV) = -3.85
- lowest unoccupied orbital energy (eV) = 3.1830

Geometry as ORCA input:
```
! RIJCOSX wB97M-V def2-TZVPD def2/J DEFGRID3
* xyz -1 1
O 1.5817 2.6674 -1.4302
C 1.4245 1.4534 -1.2464
N 0.7718 1.0589 -0.1233
C 0.3520 -0.3425 0.1697
C -1.1111 -0.5428 -0.2051
C -1.3086 -1.9509 -0.8582
O -0.7785 -1.8824 -2.1436
C 0.7017 -0.5737 1.6313
H 1.7593 0.6993 -1.9640
H 0.2929 1.8127 0.3414
H 0.9816 -0.9334 -0.4834
H -1.4036 0.1389 -1.0018
H -1.7177 -0.5256 0.7110
H -0.7689 -2.7285 -0.2941
H -2.3931 -2.0791 -0.9705
H 0.1206 -1.4636 1.9310
H 1.7626 -0.7207 1.8174
H 0.2440 0.1173 2.3281
H -3.6676 1.4782 0.2914
H -2.2464 1.3270 0.9280
O -3.1718 1.5342 1.1050
H 2.1044 1.8330 2.9774
H 1.3202 2.4843 1.9374
O 1.2891 2.3374 2.9054
H 1.6509 -1.7829 -3.5071
H 0.6396 -1.9382 -2.2609
O 1.5704 -1.4777 -2.5860
*
```

Entry R
Molecular formula: C5H16NO5
Method: DFT, ωB97M-V with the def2-TZVPD basis set

- gap between HOMO and LUMO (eV) = 7.87
- HOMO level (eV) = -4.33
- lowest unoccupied orbital energy (eV) = 3.5370

Geometry as ORCA input:
```
! RIJCOSX wB97M-V def2-TZVPD def2/J DEFGRID3
* xyz -1 1
C -0.2448 -1.0044 -2.0124
C -0.5722 -2.1217 -1.0238
C -1.3956 -0.0950 -2.1489
N -1.2000 1.2626 -1.9234
C -0.1505 1.8237 -1.1007
C -0.3908 1.6154 0.4385
O 0.4062 0.5456 0.8177
O -2.4769 -0.3673 -2.6536
H 0.1222 -1.5708 -2.9296
H 0.7231 -0.4972 -1.8268
H 0.1565 -2.9999 -1.0093
H -1.5657 -2.4822 -1.4005
H -0.8203 -1.7194 -0.0682
H -2.0092 1.8402 -2.0959
H 0.7300 1.2164 -1.1665
H 0.1032 2.8746 -1.2060
H -1.3930 1.2990 0.8179
H -0.1911 2.4389 1.1555
H 1.9664 -1.0553 2.9461
H 1.5454 -1.5019 1.5357
O 2.0159 -1.7847 2.3245
H 1.5695 1.2622 2.0381
H 2.5119 1.0869 0.9421
O 2.5285 1.2499 1.9171
H -0.9252 -0.0169 3.1485
H -0.3774 -0.4730 1.7923
O -0.6662 -0.8255 2.6917
*
```

entry Q (8.0 kJ/mol below the next structure)

Entry P
Molecular formula: C2H3N3S
Method: DFT, ωB97M-V with the def2-TZVPD basis set

- gap between HOMO and LUMO (spin up / spin down) (eV) = 5.88 / 5.86
- HOMO level (spin up / spin down) (eV) = -8.01 / -8.00
- lowest unoccupied orbital energy (spin up / spin down) (eV) = -2.1366 / -2.1390

Geometry as ORCA input:
```
! RIJCOSX wB97M-V def2-TZVPD def2/J DEFGRID3
* xyz 0 1
C 0.5309 0.7786 0.0857
C 0.0155 0.3333 1.3781
N -0.7745 -0.6545 0.6776
N -0.3450 -0.1827 -0.4983
N 0.2511 -1.4160 -1.7003
S -0.6952 1.9447 1.0833
H 1.4491 1.2114 -0.3253
H -1.5570 -1.0873 1.0898
H 1.1251 -0.9276 -1.7906
*
```

Entry Q
Molecular formula: C2H3N3S
Method: DFT, ωB97M-V with the def2-TZVPD basis set

- gap between HOMO and LUMO (eV) = 10.60
- HOMO level (eV) = -10.30
- lowest unoccupied orbital energy (eV) = 0.3040
- SMILES = [H]/N=C(/C#N)NS

Geometry as ORCA input:
```
! RIJCOSX wB97M-V def2-TZVPD def2/J DEFGRID3
* xyz 0 1
H 0.4618 -1.0835 -1.5349
N 1.2039 -0.6464 -0.9533
C 0.6222 0.0511 -0.0719
C 1.4379 0.7674 0.8684
N 2.1048 1.5064 1.4796
N -0.7301 0.2330 0.2303
S -1.9925 -0.2523 -0.7404
H -1.0329 0.9167 0.9165
H -2.0751 -1.4922 -0.1943
*
```

entry Q (805.0 kJ/mol below the next structure)